1.
{"formula": "C23H27B2FNaO25", "method": "ωB97M-V/def2-TZVPD", "total_energy_ev": -83981.3761, "homo_energy_ev": -7.47, "max_force_ev_per_a": 2.843, "homo_lumo_gap_ev": 8.885, "total_charge": -1, "e_above_lowest_kj_mol": 0.00, "elements": ["Na", "O", "C", "O", "B", "O", "C", "O", "O", "C", "O", "C", "O", "O", "O", "C", "O", "B", "O", "C", "O", "O", "C", "O", "C", "O", "O", "C", "C", "O", "C", "O", "O", "F", "H", "H", "H", "O", "C", "O", "C", "C", "C", "H", "H", "H", "H", "H", "H", "H", "H", "O", "C", "O", "C", "C", "C", "H", "H", "H", "H", "H", "H", "H", "H", "O", "C", "O", "C", "C", "C", "H", "H", "H", "H", "H", "H", "H", "H"], "coordinates": [[0.643, 0.366, 0.710], [-0.286, -0.975, 2.729], [-0.693, -2.076, 2.536], [-0.023, -3.203, 2.358], [-1.001, -4.335, 2.316], [-2.310, -3.729, 2.505], [-2.201, -2.421, 2.510], [-3.069, -1.645, 2.576], [-0.666, -5.341, 3.330], [-0.447, -6.510, 2.765], [-0.234, -7.523, 3.324], [-0.493, -6.284, 1.234], [-0.921, -5.069, 1.033], [-0.168, -7.052, 0.407], [-7.018, 4.974, -0.702], [-6.028, 4.708, -0.120], [-5.162, 3.753, -0.433], [-3.914, 4.001, 0.292], [-4.287, 4.904, 1.400], [-5.491, 5.390, 1.167], [-6.077, 6.227, 1.777], [-3.316, 2.749, 0.774], [-2.101, 2.640, 0.327], [-1.310, 1.760, 0.528], [-1.817, 3.869, -0.569], [-2.870, 4.633, -0.548], [-0.786, 4.095, -1.118], [3.790, -4.688, 0.244], [4.224, -3.997, -1.045], [3.590, -2.774, -0.992], [3.119, -2.565, 0.274], [2.624, -1.568, 0.610], [3.400, -3.599, 1.066], [3.820, -4.715, -2.135], [4.640, -5.239, 0.644], [2.989, -5.390, 0.059], [5.306, -3.903, -1.143], [-0.743, -1.079, -0.602], [-1.225, -1.923, -1.323], [-2.509, -2.021, -1.578], [-3.428, -1.190, -0.832], [-3.707, 0.097, -1.558], [-0.412, -2.919, -2.082], [-3.036, -1.027, 0.167], [-4.364, -1.731, -0.702], [-4.103, -0.098, -2.562], [-2.816, 0.712, -1.622], [-4.525, 0.660, -1.101], [0.499, -3.183, -1.556], [-0.095, -2.467, -3.027], [-0.986, -3.817, -2.298], [2.062, 0.787, -1.500], [2.193, 0.563, -2.678], [1.465, 1.133, -3.643], [0.494, 2.120, -3.241], [-0.850, 1.493, -2.974], [3.219, -0.398, -3.232], [0.400, 2.789, -4.102], [0.827, 2.745, -2.417], [-1.105, 0.778, -3.750], [-1.605, 2.266, -2.859], [-0.765, 0.999, -2.002], [3.535, -0.111, -4.235], [2.775, -1.386, -3.341], [4.079, -0.382, -2.571], [1.573, 2.408, 1.709], [2.152, 3.443, 1.441], [2.740, 4.195, 2.359], [2.753, 3.748, 3.728], [3.655, 2.543, 3.910], [2.406, 3.911, 0.036], [1.748, 3.590, 4.115], [3.193, 4.586, 4.270], [3.939, 2.408, 4.954], [4.566, 2.632, 3.317], [3.162, 1.634, 3.566], [2.678, 4.964, 0.049], [1.490, 3.728, -0.521], [3.214, 3.330, -0.402]]}

***

2.
{"formula": "C23H27Cl5CrNO7S4", "method": "ωB97M-V/def2-TZVPD", "total_energy_ev": -174488.1781, "homo_energy_ev": [-8.28, -8.39], "max_force_ev_per_a": 0.453, "spin_multiplicity": 4, "homo_lumo_gap_ev": [7.256, 8.227], "e_above_lowest_kj_mol": 116.95, "elements": ["Cr", "Cl", "C", "Cl", "H", "H", "Cl", "C", "C", "C", "Cl", "C", "O", "C", "Cl", "C", "H", "H", "C", "C", "C", "C", "C", "C", "C", "S", "O", "O", "N", "C", "C", "C", "O", "O", "H", "H", "H", "H", "H", "H", "H", "H", "H", "H", "H", "H", "C", "O", "C", "S", "S", "H", "H", "H", "O", "S", "C", "C", "C", "C", "H", "H", "H", "H", "H", "H", "H", "H"], "coordinates": [[0.152, -1.593, -0.176], [-0.567, -2.390, 2.436], [-1.375, -3.841, 1.820], [-1.354, -3.855, 0.042], [-2.404, -3.834, 2.159], [-0.836, -4.713, 2.167], [4.118, 4.290, 2.709], [3.277, 2.966, 1.961], [2.122, 2.476, 2.542], [1.454, 1.426, 1.937], [-0.017, 0.853, 2.654], [1.918, 0.808, 0.764], [1.349, -0.227, 0.215], [3.088, 1.361, 0.209], [3.691, 0.684, -1.270], [3.764, 2.420, 0.788], [1.737, 2.905, 3.456], [4.658, 2.810, 0.323], [-0.418, 5.031, 1.842], [-1.677, 4.532, 1.189], [-2.853, 4.375, 1.914], [-4.013, 3.915, 1.303], [-3.993, 3.611, -0.047], [-2.830, 3.766, -0.793], [-1.683, 4.220, -0.172], [-5.434, 2.934, -0.824], [-5.607, 3.612, -2.073], [-6.469, 2.896, 0.170], [-5.067, 1.392, -1.200], [-4.897, 0.400, -0.143], [-3.499, 0.355, 0.473], [-2.403, 0.070, -0.533], [-2.414, 0.530, -1.659], [-1.446, -0.673, -0.048], [-0.560, 5.187, 2.911], [-0.102, 5.979, 1.401], [0.399, 4.322, 1.703], [-2.864, 4.617, 2.970], [-4.931, 3.787, 1.861], [-2.824, 3.521, -1.848], [-0.772, 4.334, -0.747], [-4.328, 1.340, -1.898], [-5.140, -0.572, -0.577], [-5.640, 0.606, 0.627], [-3.459, -0.389, 1.271], [-3.255, 1.320, 0.926], [0.944, -3.531, -5.521], [0.854, -2.447, -4.591], [0.629, -2.709, -3.308], [0.537, -4.252, -2.701], [0.472, -1.217, -2.455], [1.063, -3.057, -6.491], [0.039, -4.134, -5.490], [1.802, -4.160, -5.288], [1.600, -2.919, 0.200], [2.873, -2.945, -0.664], [3.406, -4.671, -0.538], [4.832, -4.651, -0.003], [4.855, -3.569, 1.073], [4.176, -2.351, 0.452], [3.271, -5.147, -1.506], [2.704, -5.102, 0.178], [5.534, -4.399, -0.802], [5.113, -5.632, 0.380], [5.870, -3.328, 1.388], [4.303, -3.900, 1.954], [4.855, -1.753, -0.156], [3.669, -1.690, 1.153]]}

***

3.
{"formula": "C23H27ClNOTi", "method": "ωB97M-V/def2-TZVPD", "total_energy_ev": -63461.5627, "homo_energy_ev": [-6.43, -7.11], "max_force_ev_per_a": 3.547, "spin_multiplicity": 2, "homo_lumo_gap_ev": [6.696, 7.370], "elements": ["C", "C", "C", "H", "C", "C", "H", "C", "C", "C", "H", "C", "C", "H", "H", "H", "H", "H", "H", "Ti", "C", "C", "C", "H", "H", "H", "H", "H", "H", "C", "C", "H", "H", "O", "N", "C", "H", "C", "C", "H", "C", "H", "C", "H", "C", "H", "C", "H", "H", "H", "Cl", "C", "H", "H"], "coordinates": [[1.863, 0.165, 1.138], [2.181, -0.532, -0.061], [1.855, 0.312, -1.166], [2.664, -1.511, -0.115], [1.334, 1.547, -0.639], [1.441, 1.479, 0.790], [1.127, 2.430, -1.236], [-1.419, -1.854, 1.244], [-0.128, -2.280, 0.830], [-0.072, -2.208, -0.611], [0.589, -2.757, 1.522], [-1.339, -1.769, -1.096], [-2.160, -1.397, 0.082], [1.957, 0.049, -2.224], [1.249, 2.288, 1.497], [2.021, -0.211, 2.165], [-3.239, -1.095, 0.028], [0.705, -2.609, -1.250], [-1.777, -1.772, 2.301], [-0.370, 0.086, -0.309], [-1.600, -1.359, -2.526], [-3.081, -1.080, -2.800], [-1.072, -2.394, -3.482], [-3.649, -1.950, -2.480], [-3.250, -0.883, -3.872], [-3.459, -0.249, -2.191], [-1.538, -3.360, -3.368], [-0.008, -2.571, -3.397], [-1.212, -2.028, -4.490], [-0.751, -0.098, -2.904], [-1.482, 1.195, -2.864], [-0.325, -0.266, -3.868], [0.195, 0.026, -2.265], [-1.884, 1.515, -1.714], [-1.728, 1.895, -4.036], [-0.607, 2.682, -4.647], [-2.630, 2.383, -3.995], [0.710, 1.962, -4.853], [1.954, 2.538, -4.555], [2.008, 3.541, -4.115], [3.149, 1.847, -4.804], [4.102, 2.343, -4.644], [3.141, 0.533, -5.274], [4.090, 0.017, -5.481], [1.907, -0.056, -5.517], [1.888, -1.094, -5.825], [0.716, 0.698, -5.439], [-0.226, 0.272, -5.788], [-0.488, 3.574, -3.992], [-1.029, 3.025, -5.605], [-1.277, 1.138, 2.264], [-1.709, 1.426, 0.606], [-2.762, 1.228, 0.396], [-1.333, 2.383, 0.206]]}

***

4.
{"formula": "C23H27F6N3O5S2SiTc", "method": "ωB97M-V/def2-TZVPD", "total_energy_ev": -87030.4727, "homo_energy_ev": [-14.49, -14.41], "max_force_ev_per_a": 4.335, "spin_multiplicity": 4, "homo_lumo_gap_ev": [7.819, 4.959], "total_charge": 2, "e_above_lowest_kj_mol": 184.69, "elements": ["Tc", "F", "C", "F", "F", "S", "O", "O", "N", "S", "O", "O", "C", "F", "F", "F", "C", "C", "C", "C", "N", "N", "C", "H", "H", "H", "H", "H", "H", "H", "H", "C", "C", "C", "C", "Si", "O", "C", "C", "C", "C", "C", "C", "C", "C", "C", "C", "C", "C", "H", "H", "H", "H", "H", "H", "H", "H", "H", "H", "H", "H", "H", "H", "H", "H", "H", "H", "H"], "coordinates": [[0.047, 0.287, 0.096], [-0.382, 4.373, 0.012], [-0.202, 3.276, 0.692], [0.801, 2.529, 0.124], [0.211, 3.571, 1.915], [-1.593, 2.020, 0.908], [-0.852, 1.105, 1.793], [-2.767, 2.608, 1.395], [-1.739, 1.215, -0.434], [-1.054, 1.462, -1.831], [-0.700, 2.818, -2.001], [0.035, 0.481, -1.946], [-2.328, 0.959, -3.102], [-3.299, 1.847, -3.106], [-2.819, -0.229, -2.768], [-1.763, 0.883, -4.290], [5.143, -0.909, -1.363], [4.084, -0.623, -0.379], [4.165, -0.361, 0.986], [2.868, -0.125, 1.425], [2.010, -0.245, 0.382], [2.781, -0.553, -0.696], [2.418, 0.187, 2.798], [6.116, -0.938, -0.881], [5.161, -0.137, -2.132], [4.962, -1.863, -1.859], [5.056, -0.345, 1.580], [2.356, -0.692, -1.604], [3.273, 0.221, 3.466], [1.720, -0.572, 3.141], [1.904, 1.144, 2.836], [-2.874, -3.645, 3.183], [-2.375, -2.353, 2.587], [-3.453, -1.314, 2.394], [-1.165, -1.815, 3.309], [-1.665, -2.701, 0.666], [-0.886, -1.403, 0.208], [-2.923, -3.236, -0.653], [-4.175, -3.792, -0.408], [-4.930, -4.301, -1.453], [-4.444, -4.253, -2.748], [-3.201, -3.698, -3.002], [-2.446, -3.181, -1.966], [-0.374, -4.071, 1.013], [-0.727, -5.415, 1.047], [0.251, -6.376, 1.248], [1.569, -5.994, 1.434], [1.921, -4.653, 1.398], [0.952, -3.687, 1.190], [-3.314, -3.425, 4.158], [-2.064, -4.351, 3.342], [-3.649, -4.122, 2.589], [-3.867, -1.052, 3.371], [-4.279, -1.673, 1.784], [-3.050, -0.402, 1.958], [-1.464, -1.530, 4.318], [-0.766, -0.931, 2.819], [-0.386, -2.566, 3.398], [-4.576, -3.840, 0.593], [-5.895, -4.737, -1.249], [-5.039, -4.640, -3.560], [-2.810, -3.668, -4.007], [-1.477, -2.748, -2.158], [-1.752, -5.717, 0.904], [-0.029, -7.418, 1.265], [2.323, -6.747, 1.604], [2.947, -4.355, 1.542], [1.201, -2.633, 1.145]]}